1.
56
Properties=species:S:1:pos:R:3:nbo_charge:R:1 method="wB97M-V/def2-TZVPD" homo_ev="-14.72 / -14.82" e_above_lowest_kj_mol=22.5 s2=6.0765 lumo_ev="-6.85 / -6.39" energy_ha=-3023.16080 total_charge=+2 spin_multiplicity=5
Mn -0.496 -0.801 -0.059 1.534
N -3.936 -0.027 4.849 -0.808
C -4.649 0.263 3.733 0.644
O -5.702 0.855 3.727 -0.547
C -4.063 -0.168 2.403 -0.144
C -4.953 -0.342 1.347 -0.055
C -4.479 -0.672 0.090 -0.212
C -3.113 -0.785 -0.068 0.038
N -2.246 -0.603 0.943 -0.584
C -2.713 -0.304 2.167 0.070
H -4.358 0.216 5.732 0.429
H -3.214 -0.723 4.856 0.394
H -6.009 -0.200 1.537 0.276
H -5.142 -0.819 -0.750 0.263
H -2.700 -1.013 -1.050 0.213
H -1.967 -0.143 2.935 0.222
O 0.960 0.583 1.131 -0.711
C 0.507 1.424 0.332 0.771
O -0.436 1.154 -0.472 -0.673
C 1.048 2.828 0.279 -0.151
N 2.262 2.917 1.193 -0.511
C 2.034 4.067 2.166 -0.217
C 0.991 4.920 1.467 -0.425
C 0.075 3.889 0.810 -0.404
H 1.366 3.049 -0.738 0.262
H 3.115 3.053 0.654 0.443
H 2.334 2.009 1.668 0.466
H 2.983 4.557 2.363 0.248
H 1.659 3.626 3.087 0.227
H 1.460 5.553 0.711 0.232
H 0.472 5.567 2.170 0.266
H -0.528 4.298 0.003 0.267
H -0.600 3.446 1.545 0.224
C 3.614 -0.313 -4.069 -1.114
Si 2.318 -1.624 -4.106 1.603
C 3.036 -3.307 -3.938 -1.120
C 1.211 -1.472 -5.559 -1.120
C 1.279 -1.338 -2.556 -0.321
C 0.604 -1.153 -1.558 -0.497
H 4.305 -0.440 -4.907 0.260
H 4.197 -0.357 -3.146 0.239
H 3.167 0.681 -4.155 0.243
H 3.638 -3.543 -4.820 0.261
H 2.254 -4.066 -3.859 0.251
H 3.686 -3.387 -3.063 0.241
H 1.806 -1.606 -6.467 0.259
H 0.734 -0.491 -5.612 0.251
H 0.429 -2.234 -5.555 0.253
S 1.812 -4.175 1.680 0.615
C 0.256 -4.143 2.382 -0.417
C -0.474 -3.144 1.844 -0.045
N 0.199 -2.429 0.866 -0.560
C 1.417 -2.894 0.676 -0.119
H -0.040 -4.850 3.140 0.282
H -1.495 -2.901 2.086 0.232
H 2.087 -2.489 -0.066 0.277

2.
54
Properties=species:S:1:pos:R:3:nbo_charge:R:1 method="wB97M-V/def2-TZVPD" homo_ev="-8.80 / -9.46" e_above_lowest_kj_mol=0.0 s2=0.7542 lumo_ev="0.47 / -0.01" energy_ha=-1301.00709 spin_multiplicity=2
C -0.481 2.272 -2.220 -0.603
C -0.756 1.114 -1.147 0.104
C 0.208 1.485 0.068 -0.636
C -0.353 -0.229 -1.862 -0.428
C -0.758 -1.501 -0.978 0.418
N -0.763 -2.632 -1.956 -0.838
O 0.266 -1.621 0.023 -0.543
C 0.073 -2.679 0.895 0.805
O -0.051 -3.838 0.601 -0.533
C 0.082 -2.344 2.429 -0.140
C -1.009 -2.672 3.335 -0.203
C -0.823 -2.332 4.747 -0.214
C 0.403 -1.706 5.259 -0.211
C 1.494 -1.353 4.340 -0.208
C 1.306 -1.694 2.922 -0.204
C -2.238 -1.355 -0.436 -0.472
C -2.689 0.088 0.023 0.096
C -2.454 0.312 1.596 -0.634
C -4.285 0.101 -0.130 -0.610
N -2.200 1.206 -0.812 -0.016
O -2.873 1.352 -1.916 -0.356
H -1.026 3.196 -1.896 0.224
H -0.748 1.953 -3.261 0.216
H 0.621 2.508 -2.249 0.218
H 1.274 1.461 -0.286 0.223
H 0.135 0.755 0.912 0.223
H -0.033 2.535 0.403 0.220
H 0.738 -0.261 -2.124 0.242
H -0.921 -0.299 -2.825 0.220
H -1.293 -3.408 -1.536 0.363
H -1.331 -2.365 -2.767 0.358
H -1.932 -3.158 2.957 0.235
H -1.612 -2.540 5.511 0.225
H 0.549 -1.481 6.346 0.224
H 2.407 -0.851 4.725 0.227
H 2.158 -1.425 2.248 0.227
H -2.503 -2.063 0.400 0.228
H -2.921 -1.642 -1.287 0.229
H -3.451 0.430 2.106 0.218
H -1.932 1.298 1.755 0.228
H -1.925 -0.541 2.083 0.222
H -4.772 -0.537 0.648 0.205
H -4.581 -0.346 -1.124 0.213
H -4.686 1.152 -0.161 0.236
C 5.541 2.316 -2.643 -0.101
C 4.384 1.466 -2.194 -0.102
O 3.336 2.418 -2.028 -0.494
C 3.636 3.490 -2.814 0.964
O 2.890 4.388 -3.036 -0.561
O 4.899 3.397 -3.311 -0.484
H 6.212 1.786 -3.318 0.205
H 6.120 2.712 -1.805 0.185
H 4.082 0.736 -2.950 0.187
H 4.586 0.944 -1.260 0.204

3.
52
Properties=species:S:1:pos:R:3:nbo_charge:R:1 method="wB97M-V/def2-TZVPD" homo_ev=-7.72 e_above_lowest_kj_mol=2072.8 lumo_ev=0.50 energy_ha=-1129.49985
C -4.321 -1.133 0.393 -0.637
H -4.842 -0.305 0.001 0.186
C -2.739 -0.764 -0.036 -0.183
N -2.258 0.248 0.648 -0.532
C -1.985 -0.125 1.927 -0.111
H -2.708 -0.819 2.552 0.183
C -0.638 -0.483 2.424 -0.573
H 0.092 0.470 1.825 0.154
H -0.382 -1.208 1.559 0.212
H -0.308 -0.635 3.291 0.203
H -2.259 1.166 2.665 0.078
C -3.019 1.660 0.263 -0.139
H -3.712 1.654 0.935 0.194
C -1.814 2.743 0.437 -0.191
N -0.708 2.168 -0.476 -0.567
C -0.106 2.858 -1.152 0.704
O -0.225 3.891 -1.483 -0.598
C 1.009 2.029 -1.933 -0.609
C 1.541 0.943 -1.373 0.107
C 2.313 0.717 -0.152 -0.046
N 2.301 -0.659 0.046 -0.319
C 1.346 -1.248 -0.477 0.126
C 1.099 -2.577 -0.554 -0.258
C 0.080 -3.063 -1.324 -0.193
C -0.463 -2.060 -2.644 -0.231
C -0.029 -0.880 -2.447 -0.181
C 0.872 -0.627 -1.548 -0.098
H -0.544 -0.063 -3.167 0.202
H -1.290 -2.646 -2.968 0.229
H -0.121 -4.191 -1.431 0.209
H 1.576 -3.275 0.026 0.212
C 3.164 -1.286 1.007 -0.233
C 4.508 -1.768 0.531 -0.604
H 5.040 -1.119 0.072 0.208
H 5.040 -2.375 1.272 0.215
H 4.288 -2.313 -0.246 0.197
H 3.472 -0.505 1.713 0.256
H 2.629 -2.046 1.877 0.200
C 3.144 1.729 0.394 0.742
O 3.842 1.629 1.370 -0.675
O 3.031 2.840 0.046 -0.644
H 3.369 3.627 0.598 0.539
H 1.799 2.705 -2.129 0.252
H 0.587 1.698 -2.970 0.224
H -0.643 1.252 -0.316 0.424
H -1.379 2.798 1.422 0.219
H -2.111 3.474 -0.008 0.186
H -3.185 1.361 -0.610 0.181
H -2.762 -0.592 -1.188 0.189
H -2.428 -1.666 0.294 0.208
H -4.674 -1.972 -0.276 0.201
H -4.493 -1.259 1.321 0.184

4.
54
Properties=species:S:1:pos:R:3:nbo_charge:R:1 method="wB97M-V/def2-TZVPD" homo_ev=-9.02 e_above_lowest_kj_mol=0.0 lumo_ev=-0.13 energy_ha=-1926.62994 smiles="CNC(=O)[C@H](CC(C)C)NC(C)=O.O=C1NC(=S)S[C@@H]1Cc1ccccc1"
C -0.976 2.129 4.637 -0.413
N -1.156 2.815 3.355 -0.618
C -0.693 2.491 2.138 0.669
O -1.044 3.179 1.194 -0.633
C 0.271 1.304 1.893 -0.140
C -0.545 0.008 1.674 -0.388
C 0.202 -1.338 1.780 -0.211
C -0.777 -2.486 1.527 -0.599
C 1.363 -1.494 0.799 -0.611
N 1.260 1.122 2.965 -0.626
C 2.287 1.918 3.260 0.680
C 2.593 3.127 2.397 -0.720
O 2.981 1.676 4.234 -0.636
H 0.025 2.324 5.031 0.210
H -1.707 2.501 5.358 0.213
H -1.119 1.054 4.521 0.193
H -1.742 3.636 3.355 0.408
H 0.808 1.514 0.967 0.237
H -1.014 0.071 0.691 0.224
H -1.348 -0.014 2.410 0.200
H 0.590 -1.446 2.793 0.185
H -0.259 -3.439 1.640 0.211
H -1.593 -2.444 2.248 0.204
H -1.182 -2.418 0.517 0.208
H 0.986 -1.554 -0.221 0.205
H 1.907 -2.411 1.022 0.213
H 2.052 -0.654 0.884 0.214
H 1.147 0.336 3.583 0.404
H 1.776 3.841 2.459 0.232
H 2.739 2.817 1.364 0.235
H 3.506 3.595 2.762 0.246
O -1.180 2.276 -5.038 -0.560
C -0.515 1.875 -4.098 0.677
N 0.617 2.541 -3.737 -0.621
C 1.304 1.983 -2.688 -0.093
S 2.710 2.630 -2.086 -0.089
S 0.575 0.512 -2.070 0.342
C -0.776 0.587 -3.329 -0.416
C -0.747 -0.629 -4.267 -0.447
C -0.875 -1.918 -3.494 0.062
C 0.251 -2.724 -3.266 -0.247
C 0.137 -3.912 -2.538 -0.193
C -1.105 -4.307 -2.033 -0.219
C -2.233 -3.513 -2.259 -0.204
C -2.118 -2.323 -2.987 -0.250
H 0.896 3.402 -4.193 0.448
H -1.746 0.660 -2.830 0.258
H -1.567 -0.556 -4.990 0.243
H 0.189 -0.631 -4.837 0.223
H 1.223 -2.426 -3.647 0.220
H 1.015 -4.528 -2.363 0.218
H -1.193 -5.229 -1.465 0.218
H -3.199 -3.819 -1.868 0.219
H -3.001 -1.714 -3.157 0.214

5.
51
Properties=species:S:1:pos:R:3:nbo_charge:R:1 method="wB97M-V/def2-TZVPD" homo_ev=-7.45 e_above_lowest_kj_mol=1657.8 lumo_ev=0.55 energy_ha=-1700.20984
C -2.599 -3.157 3.960 -0.638
C -2.052 -2.784 2.628 0.052
C -0.718 -2.341 2.663 -0.217
C -0.094 -1.795 1.369 0.071
C -0.817 -1.863 0.003 0.047
C -2.119 -2.222 0.192 0.078
C -2.700 -2.539 1.412 -0.293
H -3.571 -3.237 1.408 0.199
C -2.792 -2.424 -1.062 -0.619
H -3.973 -2.631 -0.875 0.199
H -2.375 -3.166 -1.522 0.200
H -2.664 -1.463 -1.512 0.231
N -0.300 -1.457 -1.231 -0.547
C 0.452 -0.379 -1.320 0.317
N 0.423 0.749 -0.857 -0.412
C -0.775 1.352 0.085 -0.218
H -0.496 1.960 0.721 0.197
H -1.214 0.429 0.525 0.223
C -1.906 1.773 -0.647 -0.138
N -2.595 1.106 -1.531 -0.500
C -2.029 1.120 -3.049 -0.357
H -0.981 1.132 -2.885 0.229
H -2.308 2.148 -3.294 0.183
H -2.609 0.545 -3.487 0.181
C -3.844 0.931 -1.541 -0.405
H -4.412 0.881 -0.531 0.220
H -4.554 0.514 -2.401 0.247
H -4.322 2.070 -1.716 0.078
H -1.499 2.942 -1.221 0.071
H -2.672 2.324 0.045 0.232
C 1.325 1.825 -1.054 -0.266
C 2.270 2.155 -0.081 -0.255
C 2.054 3.172 1.000 -0.266
C 3.102 3.215 1.783 -0.219
C 4.014 2.224 1.613 -0.522
S 3.627 1.178 0.475 0.587
H 4.957 1.788 2.146 0.257
H 3.075 4.046 2.877 0.208
H 1.298 3.917 1.009 0.228
H 1.934 1.678 -1.851 0.270
H 0.530 2.901 -1.360 0.199
S 1.432 -0.352 -2.593 -0.342
H -0.230 -2.069 -1.746 0.367
C 1.334 -1.143 1.307 -0.687
H 2.000 -1.457 0.483 0.243
H 1.779 -1.790 2.169 0.225
H 1.244 -0.144 1.518 0.222
H -0.231 -2.147 3.402 0.166
H -2.063 -2.755 4.788 0.230
H -2.164 -4.152 4.130 0.226
H -3.582 -3.164 3.921 0.217

6.
54
Properties=species:S:1:pos:R:3:nbo_charge:R:1 method="wB97M-V/def2-TZVPD" homo_ev=-13.69 lumo_ev=-7.98 energy_ha=-2150.23697 total_charge=+2
Rh -0.542 -0.324 0.558 0.394
N 2.413 -0.170 3.804 -0.745
C 1.675 -0.146 2.701 0.317
S -0.054 -0.467 2.824 -0.147
N 2.234 0.073 1.546 -0.393
N 1.448 0.153 0.490 -0.291
C 1.967 0.118 -0.739 0.247
C 3.397 -0.001 -0.981 -0.085
C 3.839 -0.900 -1.969 -0.188
C 5.187 -1.043 -2.230 -0.210
C 6.114 -0.281 -1.533 -0.143
C 5.690 0.605 -0.549 -0.207
C 4.345 0.738 -0.263 -0.153
C 0.986 0.191 -1.805 0.146
C 1.313 0.508 -3.126 -0.184
C 0.318 0.656 -4.070 -0.116
C -1.007 0.486 -3.689 -0.210
C -1.270 0.178 -2.370 0.056
N -0.315 0.028 -1.452 -0.449
H 1.991 -0.345 4.700 0.423
H 3.402 0.008 3.749 0.432
H 3.118 -1.523 -2.483 0.216
H 5.516 -1.756 -2.974 0.238
H 7.169 -0.377 -1.753 0.239
H 6.416 1.200 -0.012 0.237
H 4.020 1.444 0.485 0.230
H 2.352 0.664 -3.373 0.264
H 0.560 0.918 -5.091 0.256
H -1.816 0.599 -4.396 0.255
H -2.287 0.039 -2.025 0.204
C -2.800 -2.857 -0.474 -0.954
P -2.411 -1.701 0.872 1.154
C -2.461 -2.741 2.358 -0.953
C -3.891 -0.626 1.037 -0.731
C -3.522 0.649 1.780 -0.740
P -2.132 1.530 0.956 1.278
C -1.583 2.741 2.191 -0.965
C -2.964 2.536 -0.311 -0.962
H -3.762 -3.333 -0.278 0.267
H -2.028 -3.625 -0.526 0.269
H -2.842 -2.335 -1.429 0.249
H -3.434 -3.233 2.407 0.261
H -2.311 -2.141 3.254 0.264
H -1.678 -3.498 2.312 0.272
H -4.663 -1.181 1.574 0.270
H -4.274 -0.412 0.035 0.243
H -3.208 0.428 2.803 0.258
H -4.376 1.328 1.833 0.267
H -2.459 3.187 2.664 0.269
H -0.995 3.519 1.704 0.268
H -0.972 2.249 2.944 0.279
H -3.667 3.196 0.198 0.277
H -3.509 1.910 -1.018 0.255
H -2.238 3.138 -0.858 0.271

7.
60
Properties=species:S:1:pos:R:3:nbo_charge:R:1 method="wB97M-V/def2-TZVPD" homo_ev="-6.07 / -6.06" lumo_ev="-0.50 / -0.49" energy_ha=-1788.87365
O 0.153 0.249 -4.904 -0.720
H -0.078 0.202 -5.849 0.484
Sn -0.466 0.103 -1.909 1.582
N -0.258 2.101 -1.043 -0.167
N 1.534 0.645 -2.507 -0.177
N -1.876 -1.234 -0.867 -0.357
N 0.059 -1.862 -2.631 -0.330
O -1.049 2.677 -0.218 -0.651
O -2.570 -1.174 0.359 -0.584
O 1.122 -2.214 -3.380 -0.582
O 2.436 -0.045 -3.113 -0.581
C 1.864 1.899 -2.117 0.119
C 0.973 2.639 -1.296 0.122
C -1.684 -2.512 -1.184 0.144
C -0.733 -2.851 -2.200 0.116
C 1.370 3.885 -0.584 -0.666
H 1.850 3.647 0.379 0.227
H 0.489 4.506 -0.390 0.255
H 2.086 4.451 -1.189 0.219
C 3.236 2.283 -2.512 -0.655
H 3.341 2.218 -3.602 0.245
H 3.968 1.603 -2.057 0.241
H 3.455 3.304 -2.196 0.208
C -2.362 -3.424 -0.247 -0.650
C -0.462 -4.246 -2.630 -0.659
H -3.427 -3.177 -0.190 0.237
H -1.939 -3.341 0.762 0.232
H -2.255 -4.455 -0.587 0.212
H 0.057 -4.251 -3.593 0.249
H -1.406 -4.794 -2.723 0.220
H 0.160 -4.766 -1.888 0.222
H -2.750 -0.231 0.527 0.485
H 1.702 -1.337 -3.388 0.500
C -1.115 0.646 -4.138 -0.348
H -0.877 1.528 -3.509 0.230
H -1.568 -0.272 -3.701 0.229
H -1.913 1.022 -4.798 0.221
O -3.827 3.227 0.082 -0.975
H -4.280 2.870 -0.698 0.457
H -2.873 3.058 -0.093 0.501
N -0.381 1.070 8.858 -0.289
C -0.192 0.829 7.729 0.270
C 0.047 0.522 6.342 -0.192
C -0.484 1.336 5.333 -0.120
C -0.262 1.028 3.987 -0.255
C 0.499 -0.101 3.650 0.258
C 1.046 -0.913 4.655 -0.245
C 0.812 -0.601 5.999 -0.138
N 0.701 -0.432 2.300 -0.372
C 1.501 -1.460 1.795 -0.074
C 1.392 -1.423 0.442 -0.055
N 0.531 -0.392 0.101 -0.528
C 0.142 0.194 1.221 0.222
H -1.077 2.210 5.601 0.239
H -0.674 1.669 3.209 0.237
H 1.643 -1.790 4.400 0.224
H 1.222 -1.234 6.786 0.237
H 2.076 -2.113 2.423 0.227
H 1.868 -2.043 -0.302 0.247
H -0.495 1.066 1.293 0.252

8.
50
Properties=species:S:1:pos:R:3:nbo_charge:R:1 method="wB97M-V/def2-TZVPD" homo_ev=-8.60 e_above_lowest_kj_mol=95.7 lumo_ev=0.60 energy_ha=-1020.71258 smiles="CC(=O)c1ccc(OCCCC(=O)N[C@@H]2CCCC[C@@H]2C)cc1"
C -7.006 -1.432 -0.145 -0.717
C -5.586 -1.542 -0.651 0.577
O -5.254 -2.430 -1.407 -0.548
C -4.622 -0.523 -0.179 -0.215
C -3.320 -0.570 -0.675 -0.114
C -2.356 0.334 -0.280 -0.350
C -2.681 1.323 0.647 0.413
O -1.830 2.253 1.152 -0.506
C -0.472 2.235 0.767 -0.070
C -0.230 2.898 -0.593 -0.421
C 1.200 2.649 -1.078 -0.490
C 1.367 1.163 -1.368 0.686
O 0.742 0.604 -2.246 -0.639
N 2.220 0.516 -0.549 -0.629
C 2.443 -0.914 -0.624 -0.061
C 1.710 -1.642 0.510 -0.401
C 2.326 -1.328 1.870 -0.401
C 3.808 -1.690 1.876 -0.397
C 4.552 -0.950 0.767 -0.399
C 3.942 -1.252 -0.604 -0.219
C 4.686 -0.519 -1.718 -0.603
C -3.988 1.385 1.143 -0.298
C -4.943 0.482 0.737 -0.149
H -7.427 -0.466 -0.414 0.227
H -7.604 -2.223 -0.590 0.237
H -7.026 -1.535 0.938 0.228
H -3.074 -1.340 -1.392 0.239
H -1.372 0.261 -0.715 0.239
H -0.093 1.206 0.765 0.175
H 0.046 2.794 1.553 0.192
H -0.425 3.968 -0.511 0.214
H -0.923 2.484 -1.328 0.231
H 1.358 3.194 -2.010 0.243
H 1.923 2.996 -0.338 0.197
H 2.694 1.017 0.183 0.395
H 2.011 -1.221 -1.583 0.242
H 1.768 -2.716 0.327 0.207
H 0.655 -1.360 0.497 0.214
H 1.804 -1.891 2.646 0.216
H 2.205 -0.266 2.100 0.185
H 4.249 -1.445 2.845 0.208
H 3.914 -2.766 1.723 0.197
H 4.526 0.126 0.961 0.181
H 5.602 -1.251 0.765 0.215
H 4.025 -2.329 -0.782 0.206
H 4.234 -0.738 -2.682 0.216
H 5.728 -0.829 -1.745 0.210
H 4.653 0.557 -1.564 0.203
H -4.222 2.161 1.855 0.222
H -5.938 0.561 1.145 0.214

9.
55
Properties=species:S:1:pos:R:3:nbo_charge:R:1 method="wB97M-V/def2-TZVPD" homo_ev="-6.52 / -6.08" e_above_lowest_kj_mol=346.9 lumo_ev="-0.57 / -0.63" energy_ha=-1894.30670
O 0.563 0.313 -7.996 -0.556
C 0.364 1.629 -8.598 -0.061
C 0.115 1.043 -9.998 -0.458
H 1.259 2.256 -8.507 0.176
H -0.494 2.149 -8.152 0.173
C 0.340 -0.327 -9.288 0.272
H 0.867 1.295 -10.742 0.212
H -0.890 1.190 -10.387 0.212
C 1.576 -1.079 -9.748 -0.628
H 2.446 -0.415 -9.756 0.214
H 1.441 -1.492 -10.755 0.215
H 1.782 -1.910 -9.063 0.217
C -0.882 -1.225 -9.247 -0.628
H -1.758 -0.661 -8.906 0.212
H -0.713 -2.053 -8.548 0.216
H -1.102 -1.648 -10.234 0.215
Al -0.008 -0.020 -0.023 1.853
C -1.993 -0.505 1.241 -0.294
C -1.710 0.896 1.427 -0.200
C -1.822 1.526 0.154 -0.435
H -1.380 1.388 2.327 0.271
C -2.230 0.545 -0.774 -0.368
C -2.298 -0.721 -0.109 -0.387
H -2.572 -1.663 -0.564 0.241
H -1.935 -1.252 2.022 0.252
H -1.647 2.572 -0.032 0.240
H -2.454 0.717 -1.822 0.226
C 1.142 -1.493 1.557 -0.178
C 0.315 -2.242 0.654 -0.404
C 0.844 -2.101 -0.628 -0.427
H -0.515 -2.864 0.949 0.240
C 1.989 -1.214 -0.541 -0.352
C 2.150 -0.830 0.779 -0.387
H 2.872 -0.130 1.178 0.245
H 1.002 -1.399 2.619 0.236
H 0.511 -2.618 -1.523 0.239
H 2.600 -0.895 -1.377 0.234
O 0.325 0.598 -2.118 -0.614
C -0.049 -0.284 -3.231 -0.062
C -0.353 0.619 -4.403 -0.431
H -0.896 -0.895 -2.902 0.210
H 0.802 -0.943 -3.436 0.194
C 0.564 1.811 -4.146 -0.431
H -1.403 0.943 -4.367 0.205
H -0.182 0.129 -5.362 0.254
C 0.500 1.952 -2.639 -0.061
H 0.253 2.717 -4.664 0.229
H 1.586 1.568 -4.463 0.214
H -0.368 2.548 -2.329 0.187
H 1.395 2.366 -2.173 0.206
O -0.714 1.148 4.301 -0.775
Cl 0.008 0.006 3.882 2.366
O 1.388 0.079 4.165 -0.782
O -0.634 -1.232 4.162 -0.779
O 0.060 0.097 1.996 -0.980